{"formula": "C46H51CoN5O6PSSe", "method": "ωB97M-V/def2-TZVPD", "species": ["Co", "O", "C", "C", "C", "N", "C", "C", "C", "O", "O", "C", "O", "O", "H", "H", "H", "O", "C", "C", "C", "C", "C", "C", "C", "P", "C", "C", "C", "C", "C", "C", "C", "C", "C", "C", "C", "C", "H", "H", "H", "H", "H", "H", "H", "H", "H", "H", "H", "H", "H", "H", "C", "C", "N", "C", "S", "N", "C", "C", "H", "H", "H", "H", "H", "H", "H", "H", "H", "H", "H", "H", "C", "C", "C", "C", "N", "C", "Se", "N", "C", "C", "C", "C", "C", "C", "C", "C", "C", "C", "H", "H", "H", "H", "H", "H", "H", "H", "H", "H", "H", "H", "H", "H", "H", "H", "H", "H", "H", "H", "H", "H"], "coordinates": [[-2.13518, -0.37027, 1.43886], [-7.97946, -1.26953, 3.02886], [-6.64257, -1.14439, 2.72187], [-6.00918, 0.10873, 2.85153], [-4.67484, 0.17423, 2.50125], [-3.98269, -0.86707, 2.05426], [-4.56331, -2.11131, 1.99392], [-5.95163, -2.24452, 2.31115], [-3.81624, -3.28123, 1.69739], [-4.24161, -4.43031, 1.66728], [-2.41385, -3.12668, 1.47607], [-3.89646, 1.48472, 2.65037], [-4.46199, 2.43351, 3.18834], [-2.70184, 1.47369, 2.21227], [-8.28393, -0.41075, 3.34634], [-6.51164, 0.99614, 3.20505], [-6.41837, -3.21421, 2.24308], [-0.88378, -1.68887, 0.63894], [-2.05205, -2.18336, 0.56317], [-2.69605, -2.33759, -0.78910], [-3.04187, -3.60488, -1.24850], [-3.54995, -3.76165, -2.52750], [-3.72634, -2.65959, -3.35469], [-3.40905, -1.39410, -2.88678], [-2.88933, -1.22569, -1.60846], [-2.63808, 0.39031, -0.80639], [-3.98184, 1.36489, -1.56046], [-5.27209, 1.05697, -1.12327], [-6.36411, 1.72947, -1.63984], [-6.18013, 2.72898, -2.58932], [-4.90087, 3.05336, -3.00962], [-3.80231, 2.37547, -2.49498], [-1.14270, 1.10131, -1.57324], [-0.55660, 0.64412, -2.74796], [0.53924, 1.30142, -3.28528], [1.04883, 2.43037, -2.66066], [0.47261, 2.89141, -1.48686], [-0.61247, 2.22489, -0.94030], [-2.93051, -4.45114, -0.58545], [-3.82741, -4.74835, -2.87365], [-4.13526, -2.78120, -4.34823], [-3.59202, -0.52697, -3.50983], [-5.41568, 0.29015, -0.36992], [-7.35804, 1.48064, -1.29323], [-7.03353, 3.25767, -2.99224], [-4.75078, 3.83668, -3.74131], [-2.80559, 2.63746, -2.82801], [-0.95133, -0.23881, -3.23374], [0.99012, 0.93848, -4.19995], [1.90500, 2.94009, -3.08175], [0.87431, 3.76446, -0.99086], [-1.05721, 2.56528, -0.01061], [2.43051, 2.70327, 3.69983], [1.14231, 2.41948, 2.93749], [0.56799, 1.12857, 3.26000], [-0.48652, 0.74335, 4.01328], [-1.03696, -0.86130, 3.82500], [-1.11568, 1.52854, 4.89416], [-0.91539, 2.90071, 5.32634], [-1.79186, 3.90641, 4.59184], [2.83779, 3.67468, 3.41810], [3.17354, 1.93888, 3.47505], [2.27417, 2.69477, 4.77892], [1.36835, 2.38463, 1.86743], [0.40582, 3.20422, 3.07074], [0.85381, 0.38185, 2.63456], [-1.96030, 1.08514, 5.22711], [0.13967, 3.14731, 5.25310], [-1.15395, 2.92112, 6.39407], [-1.50774, 4.00705, 3.54686], [-1.71726, 4.88119, 5.07463], [-2.83089, 3.58376, 4.57652], [3.42333, -2.11676, -3.88416], [2.33232, -3.10431, -3.49042], [1.57762, -2.71566, -2.22598], [2.25652, -3.08702, -0.92028], [3.46567, -2.31671, -0.64347], [3.45207, -1.09311, -0.04493], [1.93505, -0.16613, 0.30222], [4.75483, -0.73133, 0.15538], [5.18735, 0.42256, 0.92126], [5.83430, 1.49146, 0.05161], [4.88123, 2.07407, -0.98294], [5.54846, 3.15594, -1.81865], [5.58804, -1.75395, -0.26274], [6.96718, -1.88293, -0.25553], [7.50076, -3.05397, -0.78032], [6.68063, -4.05448, -1.30114], [5.29782, -3.92236, -1.31128], [4.76674, -2.75971, -0.77825], [3.98939, -2.47438, -4.74357], [4.13341, -1.93766, -3.07457], [2.98399, -1.15470, -4.14837], [2.75690, -4.10746, -3.37703], [1.61421, -3.17411, -4.31053], [0.60027, -3.20427, -2.20635], [1.37820, -1.64057, -2.21567], [2.54580, -4.14161, -0.90696], [1.56720, -2.90409, -0.09365], [5.86701, 0.07152, 1.70314], [4.28680, 0.82033, 1.39712], [6.71459, 1.08410, -0.45347], [6.19192, 2.28671, 0.71427], [3.99810, 2.47153, -0.47682], [4.51118, 1.27526, -1.63002], [5.85620, 3.99962, -1.19846], [4.87957, 3.54022, -2.58757], [6.43972, 2.77249, -2.31859], [7.60399, -1.11009, 0.14832], [8.57313, -3.18719, -0.79282], [7.12835, -4.94998, -1.70660], [4.66443, -4.69736, -1.71527]], "lowdin_charge": [0.304, 0.029, -0.320, 0.017, -0.205, 0.071, -0.169, 0.047, -0.449, 0.031, 0.051, -0.610, 0.001, -0.126, 0.091, 0.105, 0.117, -0.117, -0.575, -0.126, -0.002, -0.071, -0.088, -0.090, -0.276, 1.152, -0.330, -0.076, -0.077, -0.099, -0.094, -0.082, -0.359, -0.087, -0.093, -0.103, -0.102, -0.116, 0.118, 0.100, 0.095, 0.106, 0.108, 0.103, 0.094, 0.096, 0.099, 0.100, 0.097, 0.093, 0.100, 0.107, -0.081, -0.254, 0.003, -0.799, 0.690, 0.012, -0.229, -0.078, 0.071, 0.061, 0.064, 0.077, 0.093, 0.009, 0.116, 0.087, 0.114, 0.063, 0.069, 0.059, -0.095, -0.247, -0.189, -0.148, -0.027, -0.655, 0.851, -0.024, -0.157, -0.193, -0.271, -0.112, -0.147, -0.011, -0.096, -0.092, -0.009, -0.167, 0.069, 0.055, 0.066, 0.097, 0.103, 0.119, 0.080, 0.126, 0.099, 0.129, 0.075, 0.104, 0.119, 0.100, 0.105, 0.071, 0.062, 0.071, 0.105, 0.097, 0.098, 0.106], "largest_force_ev_per_a": 0.51, "e_homo_ev": [-2.101, -4.578], "total_charge": -1, "orbital_gap_ev": [4.066, 6.543], "s_squared": 3.9098, "spin_multiplicity": 4, "de_lowest_kcal_mol": 1.5, "lumo_energy_ev": [1.965, 1.965]}